The following is a DFT calculation (wB97M-V/def2-TZVPD) of a structure of composition C14H23F3NO3PSV in a non-equilibrium geometry.

Summary:
LUMO level (alpha / beta) ... -0.161 / -3.262 eV
Total energy ... -76481.32111 eV
HOMO energy (alpha / beta) ... -0.309 / -0.334 Ha

Structure (ORCA input):
```
! RIJCOSX wB97M-V def2-TZVPD def2/J DEFGRID3
* xyz 0 4
C -2.0171 -3.2158 -1.7870
C -2.1844 -1.9174 -2.2870
C -1.3404 -0.8704 -1.8655
C -0.3047 -1.1067 -0.9302
C -0.1777 -2.4227 -0.4067
C -1.0182 -3.4663 -0.8354
C -1.5307 0.5329 -2.4012
C -1.8968 1.6348 -1.3794
N -1.3044 1.5288 0.0020
V 0.7494 0.4991 0.0251
C 0.8309 -2.6276 0.7096
P 0.6716 -1.1090 1.7777
H -2.9809 -1.7120 -3.0137
H -0.9013 -4.4736 -0.4168
H -2.6733 -4.0258 -2.1238
H 1.8683 -2.6241 0.3233
H 0.6735 -3.5624 1.2769
H -0.5964 0.8350 -2.8976
H -2.3212 0.5439 -3.1728
H -1.5753 2.6036 -1.7931
C 2.1156 -1.1326 2.9212
C -0.7357 -1.5683 2.8900
H -2.9961 1.6889 -1.2524
C -2.2397 0.7640 0.8620
C -1.1523 2.8952 0.5626
H 2.1702 -0.1416 -0.1187
H -3.2084 1.2980 0.9465
H -2.4061 -0.2294 0.4212
H -1.7965 0.6575 1.8618
H -2.1486 3.3220 0.7464
H -0.5738 2.8678 1.5093
H -0.6323 3.5252 -0.1735
H -0.4946 -2.4892 3.4498
H -0.9440 -0.7549 3.6049
H -1.6316 -1.7467 2.2739
H 2.1057 -2.0256 3.5703
H 3.0376 -1.1179 2.3179
H 2.0978 -0.2233 3.5449
H 1.4910 1.6967 0.8808
F 5.1349 2.5995 -1.2853
C 4.0904 1.7588 -0.9519
F 4.2161 0.5786 -1.6592
F 4.1324 1.4951 0.4039
S 2.5132 2.5564 -1.3773
O 2.1717 3.7443 -0.4651
O 2.6594 3.2814 -2.7235
O 1.0526 1.6559 -1.5648
*
```

The following is a DFT calculation (wB97M-V/def2-TZVPD) of an isolated molecule of C5H7FO in a non-equilibrium geometry.

Summary:
LUMO level (alpha / beta) ... 0.649 / 0.656 eV
Energy above the lowest of the compared OMol25 structures with the same formula, charge and spin ... 92.4 kcal per mole
Total energy ... -10058.73745 eV
HOMO energy (alpha / beta) ... -0.255 / -0.264 Ha

Structure (ORCA input):
```
! RIJCOSX wB97M-V def2-TZVPD def2/J DEFGRID3
* xyz 0 1
C 0.8541 -1.0089 -0.5799
C 1.4219 -0.5428 0.5514
C -0.4599 -0.4749 -1.0518
C 0.8213 0.4826 1.3583
C -0.8006 0.8950 -0.3697
O -1.9744 0.9716 0.1950
F 1.4671 1.7195 1.4272
H 1.1227 -1.8944 -1.2066
H 2.3268 -0.9240 0.8124
H -0.5849 -0.5195 -2.1951
H -1.3614 -1.1908 -0.7232
H -0.0828 0.5642 2.0595
H -0.3281 1.8708 -0.6321
H -2.4219 0.0514 0.3546
*
```

The following is a DFT calculation (wB97M-V/def2-TZVPD) of an isolated molecule of C4H6ClNS2 in a non-equilibrium geometry.

Summary:
LUMO level ... -0.316 eV
Energy above the lowest of the compared OMol25 structures with the same formula, charge and spin ... 20.1 kcal per mole
Total energy ... -39927.34841 eV
HOMO energy ... -0.319 Ha

Structure (ORCA input):
```
! RIJCOSX wB97M-V def2-TZVPD def2/J DEFGRID3
* xyz 0 1
C 0.0304 -1.9095 -0.2726
C 0.1914 -0.8065 0.7497
C 0.2355 0.4875 0.4578
C 0.0952 3.1948 0.7552
H -0.0898 -2.0389 -2.3263
H -1.2531 -1.0988 -1.6322
H -0.7359 -2.6428 0.1261
H 0.9612 -2.4474 -0.3277
H 0.1811 0.7962 -0.6077
H 0.2380 4.0528 1.4180
N -0.2617 -1.3633 -1.5812
S 0.4504 1.7520 1.6421
S -0.3798 3.4140 -0.7854
Cl 0.3372 -1.3902 2.3842
*
```